No. 1
Density functional theory data (ωB97M-V with the def2-TZVPD basis set) for a molecular structure, C28H47BrN2OP2Zr in a non-equilibrium geometry.

## Properties
Kohn-Sham gap: 3.6 eV
ΔE to the lowest compared entry with this formula, charge and spin: 0.0000 eV

```
! wB97M-V def2-TZVPD RIJCOSX def2/J DEFGRID3
* xyz 4 1
N -5.56536 2.60514 -1.88249
C -5.09957 3.04296 -0.70880
C -3.79268 2.77485 -0.28356
C -2.94815 2.02164 -1.11472
C -3.46231 1.54860 -2.33531
C -4.78770 1.88146 -2.67799
C -1.50001 1.87596 -0.76514
Zr -0.23312 0.34053 0.15168
P 2.54389 0.29443 0.43731
C -0.57682 1.31053 -1.80954
C 0.46159 2.25653 -2.30780
C 1.64541 1.71172 -2.84208
C 2.86326 2.32283 -2.66086
C 2.88933 3.61271 -2.00126
C 1.62065 4.37741 -2.06352
C 0.41682 3.66962 -2.14305
Br 2.57211 3.61136 0.21859
H -1.10167 2.82924 -0.30913
H -1.03554 0.62161 -2.55064
H -3.42415 3.16320 0.65845
H -2.86581 0.99541 -3.06189
H -5.77398 3.61047 -0.06858
H -5.20232 1.54684 -3.64490
H 1.54149 0.70868 -3.31981
H -0.53787 4.16245 -1.93917
H 3.78977 1.75669 -2.79429
H 1.64147 5.45744 -1.84321
P -1.22972 -1.89404 -0.32172
C 4.20895 1.04868 0.30026
C 5.58866 0.53263 -0.03931
H 4.39461 2.03987 0.73245
H 3.84220 4.06285 -1.75248
H 6.32389 1.26678 0.35540
H 5.87512 -0.39866 0.49086
H 5.90993 0.39863 -1.09674
C 2.82864 -0.89677 -1.01665
C 4.01518 -1.85484 -1.20458
H 2.83004 -0.20862 -1.87185
H 1.91040 -1.48428 -1.14897
H 3.75460 -2.45871 -2.09580
H 4.95862 -1.32406 -1.42307
H 4.14408 -2.56171 -0.37204
C 2.83891 -0.85773 1.93190
C 4.21984 -1.43105 2.27260
H 2.14611 -1.70077 1.78848
H 2.47502 -0.30064 2.81320
H 4.09845 -2.06333 3.16415
H 4.63183 -2.09608 1.50222
H 4.95439 -0.66713 2.55876
C -1.08255 -2.83082 1.21296
C -1.39576 -4.31690 1.10852
H -1.75724 -2.34925 1.92885
H -0.06196 -2.68664 1.58919
H -2.42775 -4.52499 0.81811
H -0.71899 -4.86389 0.44848
H -1.27161 -4.75184 2.10117
C -0.34602 -2.89435 -1.55545
C -0.27743 -2.29888 -2.95906
H -0.91669 -3.82895 -1.55314
H 0.65537 -3.12597 -1.16290
H -1.26605 -2.23178 -3.42695
H 0.21205 -1.31612 -3.00538
H 0.33040 -2.95365 -3.58991
C -2.94235 -2.18741 -0.81457
C -4.02916 -1.77784 0.16262
H -2.92556 -3.27374 -0.97429
H -3.07837 -1.70895 -1.79255
H -4.97234 -1.79006 -0.39035
H -4.13421 -2.50816 0.97481
H -3.92220 -0.76774 0.58271
C -0.65431 0.08547 4.26485
N -1.95661 0.66317 3.86311
C -2.90052 1.01459 4.91484
C -2.18761 0.89836 2.59098
O -1.19800 0.76700 1.78652
H -0.67338 0.08217 5.34467
H 0.15963 0.70794 3.91970
H -0.53203 -0.93840 3.92250
H -2.91454 2.11740 5.03729
H -3.91717 0.62650 4.70442
H -2.50040 0.55180 5.83124
H -3.19510 1.15063 2.21165
*
```

Mulliken atomic charge list, values in e, 4 entries: number 1, N, carries -0.493; number 2, C, carries -0.667; number 3, C, carries -0.506; number 4, C, carries 0.210

No. 2
Density functional theory data (ωB97M-V with the def2-TZVPD basis set) for a molecular structure, C28H47GdN12O2S in a non-equilibrium geometry.

## Properties
Kohn-Sham gap (spin up / spin down): 8.0 / 5.5 eV
ΔE to the lowest compared entry with this formula, charge and spin: 0.0000 eV

```
! wB97M-V def2-TZVPD RIJCOSX def2/J DEFGRID3
* xyz 2 8
Gd 0.85520 -1.11526 0.62643
C 2.74651 -3.95336 0.23051
C 1.42023 -4.25252 -0.43647
N 0.91517 -3.06997 -1.08673
C 1.73046 -2.78857 -2.32357
C 2.11645 -1.31677 -2.57235
N 2.28249 -0.48851 -1.38786
C 3.64228 -0.47309 -0.81018
C 3.99513 -1.84751 -0.26555
N 2.96032 -2.50082 0.58678
H 3.61382 -4.35281 -0.34838
H 2.82827 -4.53253 1.18857
H 0.69222 -4.62510 0.26715
H 1.62617 -5.07618 -1.11754
H -0.04646 -3.25513 -1.34487
H 1.15363 -3.18425 -3.20431
H 2.64913 -3.32040 -2.27704
H 1.35040 -0.81628 -3.25021
H 3.00362 -1.35911 -3.19395
H 1.91690 0.43609 -1.61282
H 3.62840 0.28796 -0.00287
H 4.39558 -0.10402 -1.52692
H 4.96027 -1.73140 0.29141
H 4.24737 -2.51487 -1.08522
H 3.18601 -2.49422 1.54419
N -0.37851 -1.79183 4.97408
C -0.42091 -1.72741 3.68968
S 0.62359 -2.81737 2.71920
N -1.29402 -0.89936 3.25210
N -1.36543 -0.81758 1.89547
C -2.52849 -0.76333 1.36503
C -3.87836 -0.84565 2.00817
C -4.68212 -1.90803 1.65870
C -6.01100 -1.92388 1.99768
C -6.55840 -0.91407 2.82874
C -5.72259 0.07748 3.33086
C -4.36855 0.12377 2.87957
C -2.56348 -0.53483 -0.10897
C -3.75330 -0.01063 -0.67293
C -3.72889 0.21933 -2.06881
C -2.58960 -0.06489 -2.80948
C -1.49767 -0.50734 -2.11481
N -1.45329 -0.78226 -0.81542
H -0.00970 -2.61085 5.44499
H -1.12130 -1.37510 5.50452
H -4.31287 -2.80070 1.14931
H -6.58506 -2.82370 1.75528
H -7.59135 -1.04068 3.13324
H -6.07741 0.88403 4.03077
H -3.68390 0.84041 3.20642
H -4.62446 0.24565 -0.03900
H -4.58048 0.66632 -2.55477
H -2.47263 0.11561 -3.83497
H -0.56209 -0.59796 -2.64988
N -1.26689 1.24557 -7.35367
N -0.72724 1.78191 -6.24931
N -0.47133 3.06049 -6.13610
C -0.06203 3.13257 -4.87133
N -0.08767 1.89387 -4.29996
N -0.49204 1.07821 -5.17604
H -1.78875 1.94035 -7.83271
H -0.53875 1.01345 -8.01638
H 0.32406 4.04509 -4.49966
C -1.62259 3.71186 1.35558
C -0.96086 2.51718 0.64323
O 0.32439 2.74791 0.14455
C 0.50003 3.46055 -1.07232
C 1.98558 3.52463 -1.34009
H -2.66035 3.47703 1.59332
H -1.59737 4.57672 0.74162
H -1.07350 3.91963 2.28198
H -1.69303 2.22377 -0.15318
H -0.74721 1.72041 1.37921
H 0.06234 4.44094 -0.99463
H -0.07072 3.01237 -1.91389
H 2.58757 4.01841 -0.51374
H 2.24489 4.02573 -2.31901
H 2.39499 2.52578 -1.35692
C 3.14118 2.08919 3.22404
C 3.04311 0.83321 4.13966
C 3.04868 -0.28977 3.14957
O 2.32002 0.29663 1.97427
C 2.34809 1.77528 2.00089
H 4.18104 2.25722 2.94379
H 2.72533 2.88522 3.77097
H 2.12512 0.82710 4.72109
H 3.92797 0.77886 4.74315
H 2.48743 -1.22510 3.43979
H 4.03741 -0.59119 2.79538
H 1.26564 2.01390 2.00792
H 2.70819 2.08852 1.00586
*
```

Mulliken atomic charge list, values in e, 4 entries: number 1, Gd, carries 0.377; number 2, C, carries -0.831; number 3, C, carries -0.844; number 4, N, carries -0.020

No. 3
Density functional theory data (ωB97M-V with the def2-TZVPD basis set) for a molecular structure, C28H48Br2Cl4I3NO2 in a non-equilibrium geometry.

## Properties
Kohn-Sham gap: 7.9 eV

```
! wB97M-V def2-TZVPD RIJCOSX def2/J DEFGRID3
* xyz 0 1
C -9.24382 2.70692 -3.38852
O -9.70386 1.63887 -2.59600
C -8.75233 1.23258 -1.62549
C -9.14034 -0.14665 -1.09822
C -7.95774 -1.10204 -0.99794
C -6.84880 -0.58402 -0.08733
C -5.98594 -1.69811 0.51647
C -4.82632 -2.07190 -0.40853
C -3.69925 -1.01506 -0.34928
C -2.45734 -1.56050 0.35046
C -1.47141 -0.47919 0.81405
C -0.10336 -0.57656 0.08669
C 1.09997 0.03219 0.83426
C 0.60178 1.47016 1.22750
C 1.44969 2.67493 1.64949
C 1.54439 2.85790 3.16300
Cl 0.54193 4.16406 1.09810
N 1.13701 -0.68724 2.14219
C 2.40826 -0.43402 2.70666
O 2.63522 -0.23031 3.86714
C 3.40327 -0.63047 1.56054
C 4.89457 -0.38016 1.88278
Br 6.09686 -0.03553 0.41132
C 5.16882 0.62155 3.04150
C 4.56377 1.99242 2.82048
Br 7.12745 0.88611 3.18288
C 2.57430 -0.26914 0.25230
C 2.46262 -1.68988 -0.42132
C 3.75366 -2.40985 -0.84555
C 4.11655 -2.24258 -2.32416
I 5.28037 -3.92291 -2.98169
C 3.15138 0.60462 -0.88590
I 1.76640 0.81347 -2.54485
C 3.70895 2.04934 -0.61910
C 4.97850 2.29800 -1.47321
I 2.36347 3.63894 -1.22924
H -10.10774 3.22844 -3.78942
H -8.64434 2.34610 -4.22532
H -8.67170 3.42946 -2.80608
H -7.74756 1.23106 -2.05231
H -8.77775 1.96015 -0.81010
H -9.88724 -0.56026 -1.76949
H -9.60137 -0.02872 -0.12022
H -8.32991 -2.04904 -0.60872
H -7.58590 -1.29545 -2.00389
H -7.30158 -0.02877 0.73436
H -6.20787 0.11305 -0.62274
H -6.60752 -2.56001 0.74135
H -5.54582 -1.31473 1.43634
H -4.41024 -3.03870 -0.13665
H -5.17888 -2.13621 -1.43592
H -4.04870 -0.10341 0.12638
H -3.42911 -0.76748 -1.37578
H -2.80987 -2.09317 1.23481
H -1.98128 -2.29600 -0.29433
H -1.37601 -0.45233 1.89296
H -1.90150 0.48147 0.53688
H -0.25520 -0.09642 -0.87158
H 0.01446 -1.63460 -0.11792
H -0.07161 1.81076 0.44974
H -0.03303 1.30889 2.08938
H 2.43829 2.79766 1.22392
H 1.99987 3.82769 3.34267
H 0.54950 2.87475 3.59158
H 2.18959 2.12131 3.62961
H 0.88870 -1.66480 2.10119
H 3.36358 -1.71653 1.61122
H 5.27536 -1.31116 2.28799
H 4.89457 0.17317 3.98096
H 4.32558 2.46542 3.76746
H 3.61977 1.86691 2.29537
H 5.21606 2.64577 2.25576
H 1.92042 -2.35731 0.24086
H 1.83429 -1.64682 -1.30299
H 3.54352 -3.47141 -0.72501
H 4.62309 -2.24251 -0.21745
H 4.78499 -1.40167 -2.46442
H 3.23745 -2.15756 -2.94490
H 3.97111 0.11380 -1.38315
H 3.97487 2.21203 0.41616
H 4.98983 3.29724 -1.88613
H 5.86458 2.23030 -0.85579
H 5.02863 1.61279 -2.31525
C 9.02360 -2.62107 -2.21760
Cl 9.18923 -4.37711 -2.18536
Cl 7.88265 -2.05997 -0.98749
Cl 10.59349 -1.84408 -2.00600
H 8.63600 -2.33688 -3.18640
*
```

Mulliken atomic charge list, values in e, 4 entries: number 1, C, carries -0.745; number 2, O, carries -0.374; number 3, C, carries -0.483; number 4, C, carries -0.744

No. 4
Density functional theory data (ωB97M-V with the def2-TZVPD basis set) for 3 unconnected molecules or ions with the total composition C28H48Br2N2O4PS3 in a non-equilibrium geometry.

## Properties
Kohn-Sham gap: 5.9 eV
ΔE to the lowest compared entry with this formula, charge and spin: 3.2593 eV

```
! wB97M-V def2-TZVPD RIJCOSX def2/J DEFGRID3
* xyz 1 1
C 5.67118 1.58869 1.98903
C 4.94835 0.82216 0.81044
C 3.80278 1.67078 0.08863
N 2.72084 0.76835 -0.37530
C 1.41012 1.03327 0.21550
Br 1.71688 0.76647 2.14976
N 1.03009 2.40521 -0.27640
C -0.21701 2.50570 -0.65899
C -0.99708 1.11787 -0.41806
C -2.20584 0.98546 -1.42807
C -3.08196 -0.29454 -1.26419
C -2.78937 -1.54062 -2.00245
C -3.61129 -2.75336 -1.85262
C -4.78926 -2.80004 -0.96870
C -5.11252 -1.55848 -0.25763
C -6.33875 -1.45125 0.73098
C -4.28977 -0.36537 -0.41058
C -1.70657 1.34332 0.99821
Br -1.67035 -0.27750 2.16519
C -1.30616 2.67058 1.77338
C -2.06362 2.60506 3.19276
C 0.28250 0.20058 -0.56200
S 0.79538 0.54853 -2.36146
P 0.19564 -1.68011 -0.47956
C 1.31906 -2.43367 0.81162
C 0.63772 -2.54810 -2.07578
H 6.73224 1.20551 2.01730
H 5.66038 2.69615 1.85326
H 5.19876 1.26014 2.95913
H 5.66763 0.51634 -0.00390
H 4.44245 -0.10005 1.21766
H 4.28956 2.08604 -0.84741
H 3.46264 2.55990 0.67713
H 2.97898 -0.21710 -0.34128
H 1.60873 3.24394 -0.34919
H -0.69696 3.44014 -1.04879
H -2.91573 1.86171 -1.32366
H -1.90224 1.01023 -2.51693
H -1.93611 -1.62620 -2.70997
H -3.34125 -3.66283 -2.43245
H -5.42401 -3.70380 -0.83420
H -7.09439 -0.72067 0.32879
H -5.92366 -0.97522 1.66589
H -6.77752 -2.44545 0.98378
H -4.57014 0.57018 0.14578
H -2.80316 1.47618 0.78062
H -0.22257 2.75170 2.02718
H -1.72796 3.60188 1.28825
H -3.06514 2.13140 3.00067
H -1.44174 2.04098 3.92919
H -2.21137 3.64079 3.61487
H 1.89941 -0.20039 -2.65681
H 0.96400 -2.33237 1.86461
H 2.36686 -2.00452 0.74033
H 1.44478 -3.52496 0.54739
H 1.76234 -2.64446 -2.18222
H 0.15478 -2.14784 -2.99540
H 0.27003 -3.61282 -1.96391
C 4.52258 6.46382 4.32545
C 5.80495 6.87090 5.05724
C 6.47591 5.58756 5.55691
S 5.98230 4.29005 4.42431
O 5.16451 3.34052 5.13922
O 7.12143 3.88351 3.63897
C 4.91583 5.30746 3.41329
H 4.09827 7.29402 3.75926
H 3.77396 6.13093 5.05012
H 6.47183 7.38841 4.36210
H 5.59927 7.55374 5.88235
H 7.56145 5.67280 5.55469
H 6.12690 5.31515 6.55299
H 4.06391 4.72274 3.06811
H 5.50095 5.65940 2.56167
C -4.98720 -7.37121 -5.45558
C -5.12078 -5.92668 -5.94762
C -4.54417 -5.01584 -4.85944
S -3.30952 -5.98806 -3.99662
O -3.75487 -6.19708 -2.63936
O -1.99608 -5.46963 -4.30119
C -3.56657 -7.49595 -4.91713
H -5.17704 -8.08990 -6.25336
H -5.70857 -7.55652 -4.65466
H -4.54978 -5.80298 -6.87199
H -6.15770 -5.66907 -6.16702
H -4.07345 -4.12953 -5.28281
H -5.30674 -4.72229 -4.13750
H -3.42749 -8.35648 -4.26479
H -2.83828 -7.51816 -5.72935
*
```

Mulliken atomic charge list, values in e, 4 entries: number 1, C, carries -1.009; number 2, C, carries -0.146; number 3, C, carries -0.801; number 4, N, carries -0.077